No. 1
The following is a quantum chemistry calculation of 2 unconnected molecules or ions with the total composition C4H9O at a distorted geometry, from the Open Molecules 2025 dataset.

Properties
* gap between HOMO and LUMO: 5.768 eV
* molar mass: 73.11 g mol⁻¹
* spin multiplicity: 1
* E: -232.95683 hartree
* total charge: -1

Last column: natural (NBO) charge in e.
Geometry (Å):
C -2.43664 -1.62333 -1.22180  -0.1736
O -1.46477 -1.87511 -0.34713  -0.9693
H -3.50788 -1.69709 -0.91726  0.0630
H -2.36802 -2.24420 -2.16814  0.0576
H -2.45966 -0.56152 -1.68829  0.0364
C 2.50633 0.77306 0.89053  -0.6591
C 1.04405 0.41123 0.66371  -0.2034
C 0.08957 1.33998 0.56609  -0.3919
H 2.99375 -0.19047 1.03026  0.2070
H 2.60812 1.33906 1.81652  0.2027
H 2.91650 1.27313 0.01494  0.2065
H 0.78876 -0.51852 0.14147  0.2602
H -0.97657 1.15333 0.67004  0.2161
H 0.26645 2.42045 0.54904  0.1479



No. 2
The following is a quantum chemistry calculation of 2 unconnected molecules or ions with the total composition C2H8IN2 at a distorted geometry, from the Open Molecules 2025 dataset.

Properties
* gap between HOMO and LUMO: 10.275 eV
* molar mass: 187.00 g mol⁻¹
* spin multiplicity: 1
* E: -487.94282 hartree
* total charge: +1

Last column: natural (NBO) charge in e.
Geometry (Å):
C -2.06800 1.03197 -0.63178  -0.7334
C -0.72129 0.60513 -0.19156  0.3109
N 2.24192 -1.08682 0.72713  -1.0300
N -0.27199 -0.52716 -0.02020  -0.6756
I 0.63660 2.20907 -0.13618  0.2678
H -2.38130 1.86961 -0.06794  0.2721
H -2.89074 0.29750 -0.65809  0.2595
H -1.95426 1.13169 -1.77268  0.2935
H 2.07581 -2.01000 0.94806  0.3821
H 2.84455 -0.97112 -0.00561  0.3889
H 0.77297 -0.56461 0.23778  0.4488
H 2.63535 -0.71144 1.54133  0.3924
H -0.91961 -1.27382 0.02974  0.4230



No. 3
The following is a quantum chemistry calculation of a molecular structure, C6H10O, from the Open Molecules 2025 dataset.

Properties
* gap between HOMO and LUMO: 10.296 eV
* molar mass: 98.14 g mol⁻¹
* spin multiplicity: 1
* E: -309.80682 hartree

Last column: natural (NBO) charge in e.
Geometry (Å):
C -1.29671 -1.36298 0.19958  -0.6173
C -0.26143 -0.25941 0.08068  -0.0607
C 1.18463 -0.48491 -0.44810  -0.4222
C 1.13036 1.04884 -0.55104  0.0914
C -0.34231 0.89283 -0.96252  -0.4216
O 1.05091 1.46910 0.81612  -0.5273
C 0.06250 0.56561 1.33117  -0.0760
H -0.82263 -2.34460 0.29626  0.2180
H -1.94259 -1.39555 -0.68284  0.2173
H -1.94345 -1.22276 1.07276  0.2135
H 1.92317 -0.91302 0.23838  0.2075
H 1.20672 -0.99063 -1.41749  0.2086
H 1.86031 1.65818 -1.08392  0.1988
H -0.47316 0.51627 -1.98145  0.2075
H -1.01342 1.73440 -0.76219  0.2077
H 0.48362 -0.03447 2.14855  0.1779
H -0.80651 1.12310 1.70606  0.1767



No. 4
The following is a quantum chemistry calculation of a gas-phase ion, C12H21N2 (charge +1) at a distorted geometry, from the Open Molecules 2025 dataset.

Properties
* SMILES string: CC1(C)C=CC(C)(C)[C@@H]2[NH2+]CCN=C21
* gap between HOMO and LUMO: 9.774 eV
* molar mass: 193.31 g mol⁻¹
* spin multiplicity: 1
* E: -579.09028 hartree
* total charge: +1

Last column: natural (NBO) charge in e.
Geometry (Å):
C 0.63378 2.76110 0.83765  -0.5843
C -0.18227 1.49119 1.12444  -0.2056
C -1.48729 1.87779 1.84693  -0.5810
C 0.63051 0.59061 2.00990  -0.1310
C 1.13383 -0.59331 1.70972  -0.2011
C 0.96800 -1.31389 0.39205  -0.1169
C 1.05570 -2.82717 0.62520  -0.6090
C 2.09137 -0.86542 -0.55727  -0.6310
C -0.39909 -0.94752 -0.16820  -0.1105
N -0.57257 -1.34771 -1.58188  -0.5177
C -1.73262 -0.68678 -2.23114  -0.2429
C -1.46423 0.81746 -2.35356  -0.2600
N -1.00577 1.43585 -1.15540  -0.4350
C -0.56703 0.85753 -0.15884  0.4350
H 0.81945 3.29427 1.76528  0.2254
H 0.08805 3.41090 0.15915  0.2345
H 1.59115 2.50690 0.38843  0.2132
H -2.06037 2.56771 1.23431  0.2277
H -1.24734 2.36021 2.78965  0.2281
H -2.09452 0.99904 2.05523  0.2108
H 0.83438 1.01393 2.98201  0.2271
H 1.74058 -1.10997 2.43690  0.2277
H 0.98069 -3.39097 -0.30436  0.1946
H 0.26990 -3.15928 1.30008  0.2259
H 2.01079 -3.07580 1.07883  0.2402
H 2.19210 -1.52668 -1.41843  0.1989
H 3.04056 -0.89482 -0.02941  0.2563
H 1.93535 0.16020 -0.88982  0.2192
H -1.21524 -1.33314 0.43955  0.2385
H -0.65491 -2.37071 -1.64181  0.4395
H 0.29329 -1.07193 -2.06916  0.4419
H -2.61592 -0.86474 -1.61514  0.2311
H -1.89534 -1.11921 -3.21879  0.2407
H -0.72790 1.02587 -3.13772  0.2224
H -2.38707 1.32851 -2.64440  0.2473



No. 5
The following is a quantum chemistry calculation of 2 unconnected molecules or ions with the total composition C5H10O at a distorted geometry, from the Open Molecules 2025 dataset.

Properties
* SMILES string: C=CCC=C.O
* gap between HOMO and LUMO: 9.898 eV
* molar mass: 86.13 g mol⁻¹
* spin multiplicity: 1
* E: -271.60190 hartree

Last column: natural (NBO) charge in e.
Geometry (Å):
C 1.37796 1.68524 -3.02976  -0.4216
C 0.80083 1.47137 -1.82731  -0.1955
C 0.30496 0.18959 -1.24462  -0.4935
C -1.20317 0.31463 -0.58738  -0.1359
C -1.45399 0.26459 0.75825  -0.4303
H 1.54400 2.80694 -3.24278  0.2044
H 1.99818 0.82765 -3.47201  0.2037
H 0.86982 2.52781 -1.35671  0.2156
H 0.08563 -0.61101 -1.95206  0.2269
H 1.09101 -0.11796 -0.38545  0.2183
H -1.97307 0.28851 -1.34361  0.1940
H -2.34847 0.76923 1.08837  0.2080
H -0.74613 -0.27566 1.38509  0.2056
O -0.21810 -3.56494 4.71793  -0.9562
H -0.53888 -2.59706 5.09121  0.4786
H 0.40941 -3.97895 5.40085  0.4778



No. 6
The following is a quantum chemistry calculation of a molecular structure, C6H9KO4 at a distorted geometry, from the Open Molecules 2025 dataset.

Properties
* gap between HOMO and LUMO: 7.044 eV
* molar mass: 184.23 g mol⁻¹
* spin multiplicity: 1
* E: -1134.82504 hartree

Last column: natural (NBO) charge in e.
Geometry (Å):
O 3.48240 -0.67574 -0.76775  -0.8315
C 2.51238 -0.31889 -0.05590  0.9662
O 2.27522 -0.73154 1.10347  -0.8536
O 1.70427 0.61240 -0.61906  -0.5547
C 0.43707 0.96411 -0.06039  -0.0975
K 4.60336 -2.20039 1.04826  0.9796
H 0.47849 0.49439 0.93582  0.2466
H 0.32127 1.88013 -0.66563  0.2343
C -1.55214 2.15867 0.78882  -0.3891
C -1.95075 0.88743 0.40869  -0.2156
H -1.57280 2.95357 0.03637  0.1954
H -1.33043 2.34043 1.84495  0.2057
H -2.37523 0.28345 1.22071  0.1791
C -1.10835 0.17475 -0.54380  -0.2944
C -1.18822 -1.33624 -0.46631  -0.0639
O -0.25862 -1.90914 -1.37009  -0.7133
H -1.19566 0.55547 -1.57009  0.2166
H -2.21752 -1.65044 -0.71112  0.1606
H -0.96477 -1.65967 0.56499  0.1633
H -0.09999 -2.82276 -1.12196  0.4662



No. 7
The following is a quantum chemistry calculation of 2 unconnected molecules or ions with the total composition C3H9N4 at a distorted geometry, from the Open Molecules 2025 dataset.

Properties
* gap between HOMO and LUMO: 10.653 eV
* molar mass: 101.13 g mol⁻¹
* spin multiplicity: 1
* E: -338.45592 hartree
* total charge: +1

Last column: natural (NBO) charge in e.
Geometry (Å):
C -1.76537 1.16261 0.01818  0.3306
C -2.23674 -1.21736 -0.42125  0.0276
C 2.13446 -0.61024 0.02651  0.3750
N -0.63113 1.34560 0.52791  -0.7460
N 1.26035 -0.43885 0.95780  -0.7407
N -2.07585 0.01292 -0.72214  -0.4220
N 2.26873 0.30277 -0.88739  -0.7432
H -2.52882 1.96731 0.02235  0.2054
H -2.29169 -1.61551 0.64304  0.1672
H -2.60739 -1.87139 -1.13758  0.1952
H 2.67444 -1.56081 0.05050  0.2226
H -0.62004 2.28993 0.83857  0.3769
H 0.54957 0.38668 0.90414  0.4373
H 1.34205 -1.21400 1.68602  0.4259
H 1.51966 0.99204 -0.88515  0.4385
H 3.00774 0.06831 -1.62152  0.4497



No. 8
The following is a quantum chemistry calculation of 2 unconnected molecules or ions with the total composition C4H14N3O, from the Open Molecules 2025 dataset.

Properties
* gap between HOMO and LUMO: 9.648 eV
* molar mass: 120.18 g mol⁻¹
* spin multiplicity: 1
* E: -400.06529 hartree
* total charge: +1

Last column: natural (NBO) charge in e.
Geometry (Å):
C 1.33516 -0.73364 -1.78335  -0.2298
C 0.42805 -1.86295 -1.31974  -0.2210
N 0.93842 -3.11474 -1.84266  -0.8208
N 0.75142 0.59195 -1.43570  -0.8237
H 2.31678 -0.80925 -1.32456  0.1950
H 1.46918 -0.82153 -2.85658  0.2193
H 0.31729 -1.84656 -0.23049  0.1439
H -0.56810 -1.68612 -1.74224  0.1966
H 0.33844 -3.89154 -1.60373  0.3766
H 1.85726 -3.32190 -1.46894  0.3597
H 1.44211 1.31927 -1.58913  0.3931
H -0.00014 0.78825 -2.08836  0.3974
O -2.27619 0.84990 1.87015  -0.4916
C -1.69315 1.89306 1.88712  0.4293
C -0.19993 1.95178 1.62936  -0.3443
N 0.23977 0.61329 1.17415  -0.7464
H -2.17990 2.85244 2.12920  0.1597
H 0.00946 2.70347 0.87266  0.2384
H 0.30776 2.23352 2.55702  0.2536
H 1.09309 0.32357 1.64509  0.4234
H -0.50274 -0.05453 1.41143  0.4448
H 0.43793 0.61577 0.03949  0.4467



No. 9
The following is a quantum chemistry calculation of a molecular structure, C6H9N, from the Open Molecules 2025 dataset.

Properties
* gap between HOMO and LUMO: 9.491 eV
* molar mass: 95.14 g mol⁻¹
* spin multiplicity: 1
* E: -288.64351 hartree

Last column: natural (NBO) charge in e.
Geometry (Å):
C 2.05304 -0.11753 0.04827  -0.4286
N 0.66187 -0.47861 -0.26124  -0.4233
C -0.24168 -0.05858 0.86608  -0.1242
C -0.61674 1.23497 0.12786  -0.4028
C -0.60096 0.29850 -1.07059  -0.0795
C -1.61874 -0.76770 -0.73024  -0.2180
C -1.36767 -1.02709 0.55626  -0.1639
H 2.30552 -0.72338 0.93818  0.2052
H 2.75533 -0.43739 -0.72635  0.2054
H 2.26401 0.92697 0.33337  0.1623
H 0.18544 -0.01519 1.87090  0.2056
H 0.22418 1.93201 0.05329  0.2012
H -1.53934 1.76328 0.38608  0.2050
H -0.63796 0.69531 -2.09692  0.2161
H -2.22863 -1.31694 -1.43755  0.2190
H -1.59767 -1.90862 1.14260  0.2205